No. 1
{
  "formula": "C26H30OPPtS3Se2",
  "method": "wB97M-V/def2-TZVPD",
  "symbols": ["Pt", "Se", "Se", "S", "S", "S", "P", "O", "C", "C", "C", "C", "C", "C", "C", "C", "C", "C", "C", "C", "C", "C", "C", "C", "C", "C", "C", "C", "C", "C", "C", "C", "C", "C", "H", "H", "H", "H", "H", "H", "H", "H", "H", "H", "H", "H", "H", "H", "H", "H", "H", "H", "H", "H", "H", "H", "H", "H", "H", "H", "H", "H", "H", "H"],
  "xyz": [[0.05094, -0.36364, 1.48051], [2.58269, 0.98757, 0.86731], [0.49590, -1.36060, -0.72185], [-2.31890, -2.96739, 4.49759], [-0.34507, 0.53186, 3.57792], [1.08702, -2.09637, 2.40158], [1.93248, 0.30021, -1.05547], [-0.94716, 1.28888, 0.65183], [-2.13978, 3.13169, -0.10039], [0.01559, 1.30723, -2.84663], [4.03806, -0.97498, -4.28666], [1.09480, 1.59516, -2.01647], [-2.83552, -0.62041, -0.48549], [-0.55164, -3.34187, 4.49715], [-0.52292, 2.30342, -3.65376], [-3.56630, 1.24063, -1.82965], [3.01810, -0.52243, -3.46596], [1.07567, 3.87723, -2.78275], [0.18341, -3.49382, 3.16593], [5.31708, -1.14659, -3.77022], [0.00875, 3.58546, -3.62459], [-4.36320, 0.38834, -2.57283], [-3.65042, -1.46857, -1.21439], [0.91575, -0.31042, 4.60108], [3.27986, -0.24924, -2.12154], [-1.92182, -0.15920, 4.20768], [4.55770, -0.42659, -1.60545], [-4.40958, -0.96516, -2.26301], [1.62239, 2.88491, -1.98130], [-2.78790, 0.74030, -0.78273], [-2.43683, -1.44156, 3.55629], [-1.90920, 1.65257, -0.02601], [1.82627, -1.25734, 3.82718], [5.57620, -0.87058, -2.43655], [-1.35328, 2.07134, -4.30915], [-5.04039, -1.62855, -2.84000], [0.38024, -0.79624, 5.41247], [1.52555, 0.47747, 5.04109], [-0.00314, -2.68502, 5.16946], [-3.53674, 2.29302, -2.07798], [-0.40631, 4.35883, -4.25867], [-4.95390, 0.77895, -3.39059], [-1.80526, -0.25487, 5.28749], [-1.69769, 3.49702, -1.03316], [2.02476, -0.37330, -3.87258], [-3.68925, -2.52237, -0.97257], [6.57425, -1.00116, -2.03958], [1.48865, 4.87720, -2.75586], [2.63579, -0.69835, 3.35859], [-0.40452, 0.30830, -2.86304], [-0.53443, -4.32266, 4.97715], [1.00340, -4.20116, 3.30362], [-1.62917, 3.61601, 0.72725], [-2.22739, -1.00822, 0.32122], [6.11424, -1.49443, -4.41399], [-1.96190, -1.58430, 2.58522], [-3.50617, -1.33523, 3.36616], [-2.62916, 0.65331, 4.03797], [3.83884, -1.18722, -5.32844], [2.45252, 3.10915, -1.32276], [-0.45977, -3.89253, 2.38097], [4.74900, -0.21134, -0.56183], [2.27788, -2.00317, 4.48432], [-3.19908, 3.38081, -0.10115]],
  "atomic_forces_ev_per_a": [[-0.7141, -0.3439, -0.2810], [0.3171, 0.2718, -0.1206], [0.1848, -0.0302, -0.3626], [0.1089, -0.0232, 0.0005], [-0.0317, -0.0700, 0.2452], [0.5375, -0.1441, 0.3229], [-0.0309, -0.0369, 0.2482], [-0.0562, 0.1512, 0.2964], [0.0420, -0.0026, -0.0822], [-0.0136, 0.0493, -0.0373], [-0.0291, 0.0204, 0.0535], [0.0061, -0.0144, -0.0011], [-0.0348, -0.0561, 0.0552], [0.0529, -0.0190, -0.0343], [0.0155, -0.0253, 0.0501], [-0.0256, 0.0196, 0.0123], [0.0640, 0.0102, 0.0271], [0.0302, -0.0530, 0.0372], [-0.1907, 0.1112, -0.0248], [-0.0130, 0.0002, -0.0178], [-0.0182, -0.0130, 0.0202], [-0.0099, 0.0106, -0.0225], [-0.0093, 0.0249, -0.0197], [0.0001, 0.0318, 0.0273], [-0.0834, -0.0910, -0.0927], [0.0544, 0.0937, 0.0181], [-0.0134, -0.0194, -0.0035], [0.0307, -0.0011, 0.0257], [-0.0631, 0.0535, -0.0397], [0.0671, 0.0151, 0.0762], [0.0024, 0.0314, -0.1050], [-0.0929, 0.0999, -0.3386], [0.0864, -0.0640, 0.0401], [0.0181, -0.0074, 0.0109], [0.0062, 0.0052, 0.0106], [-0.0014, 0.0024, 0.0026], [0.0260, -0.0143, -0.0011], [-0.0344, 0.0355, -0.0040], [-0.0343, -0.0130, 0.0110], [0.0005, -0.0141, -0.0065], [0.0041, -0.0123, 0.0113], [0.0041, -0.0051, 0.0077], [-0.0302, -0.0108, 0.0059], [-0.0135, 0.0055, -0.0141], [0.0096, -0.0055, -0.0056], [-0.0011, 0.0065, 0.0000], [-0.0068, 0.0012, -0.0025], [-0.0041, -0.0101, 0.0014], [0.0062, 0.0185, 0.0145], [-0.0072, 0.0088, 0.0040], [0.0302, -0.0039, 0.0041], [-0.0268, -0.0525, -0.0140], [0.0117, -0.0080, -0.0010], [-0.0749, 0.0057, 0.0161], [0.0002, 0.0022, 0.0021], [-0.0306, 0.0591, -0.0417], [-0.0002, -0.0237, 0.0414], [0.0293, 0.0202, -0.0245], [-0.0021, 0.0007, -0.0003], [0.0008, 0.0015, 0.0033], [-0.0239, 0.0218, 0.0005], [0.0002, 0.0064, -0.0062], [-0.0440, -0.0109, 0.0013], [0.0184, 0.0028, -0.0002]],
  "gap_ev": 7.02,
  "total_charge": 1
}

No. 2
{
  "formula": "C10H16N",
  "method": "wB97M-V/def2-TZVPD",
  "symbols": ["N", "C", "C", "C", "C", "C", "C", "C", "C", "C", "C", "H", "H", "H", "H", "H", "H", "H", "H", "H", "H", "H", "H", "H", "H", "H", "H"],
  "xyz": [[2.85712, -0.22734, -0.26636], [-2.45340, -0.77595, 0.57785], [0.60897, -1.69927, 0.78385], [-3.05956, 0.36962, -0.31307], [-0.09957, -0.47241, 0.39395], [0.29182, 1.83080, 1.10271], [0.61699, 0.74529, 0.46280], [1.75157, 0.69274, -0.56893], [-1.27695, -0.76705, -0.46998], [-1.86186, 0.48594, -1.18556], [4.11339, 0.06565, -0.21364], [-1.17631, -1.59464, -1.10161], [0.85015, 2.76801, 1.23600], [4.62451, 0.90850, -0.56744], [-2.07826, 0.27548, -2.22619], [-2.21033, -0.37938, 1.67501], [-0.42167, 1.85435, 1.87442], [1.16647, 0.13266, -1.38402], [0.08592, -2.63082, 0.59435], [1.99066, 1.64739, -0.88185], [1.12986, -1.75331, 1.81093], [1.36903, -1.73924, -0.00992], [-1.28368, 1.36130, -1.15824], [-3.92378, 0.12652, -0.85007], [4.79200, -0.77058, 0.09834], [-3.36456, 1.29770, 0.17294], [-3.03850, -1.75196, 0.41370]],
  "atomic_forces_ev_per_a": [[0.9099, 1.0109, 1.0047], [-1.4542, 0.3646, 0.3197], [0.1471, -0.4777, 2.0265], [-0.5358, 1.3236, 1.8006], [0.0996, -3.9852, -1.4643], [0.7824, 1.7913, 1.7077], [0.8486, 1.1113, 0.0517], [-0.6505, -3.9940, -1.0878], [1.5644, 3.8284, 1.0705], [0.0686, -2.1631, -1.0030], [-1.8138, -2.8772, 0.0128], [0.2780, -1.5967, -0.3626], [0.3319, -0.5924, -1.0440], [0.2346, 1.8079, -0.3110], [0.0150, 0.0058, -0.2268], [-0.5735, -1.4854, -2.2607], [-1.5669, -0.4233, 0.4859], [1.2446, 1.0923, 0.0827], [-0.6308, 0.0817, 0.2404], [0.5104, 2.1277, -0.5287], [-0.6200, 0.4624, -1.7970], [0.7482, 0.3720, 0.1130], [0.7495, 1.1570, 0.3556], [-1.2686, -0.9725, -0.7232], [-0.7033, 0.7354, -0.2351], [0.2917, -0.1020, 0.4819], [0.9930, 1.3972, 1.2906]],
  "gap_ev": 8.10,
  "total_charge": 1
}

No. 3
{
  "formula": "C24H33BrHgN4OS",
  "method": "wB97M-V/def2-TZVPD",
  "symbols": ["Hg", "Br", "S", "O", "N", "N", "N", "N", "C", "C", "C", "C", "C", "C", "C", "C", "C", "C", "C", "C", "C", "C", "C", "C", "C", "C", "C", "C", "C", "C", "C", "C", "H", "H", "H", "H", "H", "H", "H", "H", "H", "H", "H", "H", "H", "H", "H", "H", "H", "H", "H", "H", "H", "H", "H", "H", "H", "H", "H", "H", "H", "H", "H", "H", "H"],
  "xyz": [[-1.51469, 1.47466, 0.02431], [1.27094, 1.68182, 1.19333], [-3.15585, 1.05354, 1.81434], [-0.42358, -0.34677, -0.39753], [-5.22929, 2.68265, 2.22937], [-2.96509, 3.05074, -0.42751], [-4.01242, 3.23793, 0.39829], [-0.75565, 2.62596, -1.86583], [0.16138, -3.16611, -1.13386], [-1.17160, -2.57595, -1.59825], [0.65663, 3.08107, -3.73970], [0.68642, -0.86722, -0.03036], [-3.92059, 4.71834, -1.98962], [1.05980, -2.21116, -0.34310], [3.20282, -1.97760, 0.83568], [4.75139, -3.98838, 0.94395], [4.57038, -2.43519, 2.87352], [-0.28077, 4.00579, -4.24009], [-4.14444, 2.44251, 1.41085], [0.35442, 2.43017, -2.56381], [5.68904, -1.69380, 0.77561], [2.86138, -0.66881, 1.13824], [4.52966, -2.52672, 1.34132], [-1.43160, 4.23134, -3.54335], [-1.68485, 3.54362, -2.32690], [-0.17188, -4.37858, -0.24916], [2.27990, -2.70356, 0.09120], [1.65997, -0.15686, 0.71220], [-5.27878, 2.19301, 3.58463], [-4.33753, 2.92606, 4.54377], [-2.84938, 3.75286, -1.55654], [0.90493, -3.62640, -2.39857], [-4.31383, 4.44902, -2.97128], [-1.72814, -3.34680, -2.13401], [-1.01892, -1.73146, -2.26368], [-6.31037, 2.28479, 3.93462], [1.57885, 2.88507, -4.26237], [3.52052, -0.03057, 1.70667], [-5.01159, 1.13635, 3.55162], [4.76526, -4.10120, -0.13878], [1.04906, 1.70425, -2.15309], [-4.63159, 3.96840, 4.66242], [0.72047, -4.92416, 0.04699], [5.59034, -0.65202, 1.06546], [6.63764, -2.06727, 1.15993], [-4.34566, 2.44634, 5.51954], [-0.68235, -4.04219, 0.64983], [5.71159, -4.33067, 1.33236], [1.83006, -4.14575, -2.16348], [0.27390, -4.29860, -2.97813], [4.43859, -1.40840, 3.20106], [3.97201, -4.62552, 1.35876], [-3.52936, 5.73453, -2.04394], [2.52064, -3.72265, -0.16934], [5.70648, -1.74792, -0.31047], [-4.72883, 4.68720, -1.26369], [3.77994, -3.03845, 3.31398], [-2.16134, 4.93650, -3.90969], [-3.32467, 2.89092, 4.15239], [-0.08652, 4.52686, -5.16888], [-5.60906, 3.60880, 2.08153], [5.53109, -2.79152, 3.24344], [-0.82953, -5.06249, -0.78370], [-1.76959, -2.23778, -0.75773], [1.14385, -2.76260, -3.01475]],
  "atomic_forces_ev_per_a": [[0.2824, -0.2852, 0.2590], [0.2660, -0.4206, -0.0544], [-0.1891, -0.1156, 0.3946], [-0.0192, -0.3270, -0.4006], [-0.4218, 0.2557, 0.0009], [-0.1439, 0.4081, -0.5746], [-0.5048, 0.5552, 0.1101], [-0.0790, 0.3532, -0.3765], [-0.0876, -0.1585, -0.1187], [-0.0134, 0.0103, 0.0268], [0.1204, -0.0330, -0.0638], [0.4614, -0.0812, 0.1690], [0.1598, -0.1842, 0.1178], [-0.2334, 0.2753, -0.0099], [0.0569, -0.0524, 0.0030], [-0.0393, 0.2213, 0.0651], [0.0347, -0.0579, -0.1999], [-0.0640, 0.0029, 0.0470], [0.4416, -0.3354, -0.3227], [0.1832, -0.0376, -0.1100], [-0.1324, -0.1581, 0.0824], [-0.1560, 0.1086, -0.0523], [0.1345, -0.0973, 0.0145], [-0.0429, 0.0461, -0.0422], [0.1963, -0.1700, 0.0775], [0.0774, 0.1245, -0.1393], [0.1934, 0.0151, 0.1091], [-0.0930, 0.5060, 0.1733], [0.1342, 0.0729, 0.2264], [-0.1435, -0.1261, -0.1763], [-0.3854, -0.0553, 0.4986], [-0.0788, 0.0240, 0.1876], [-0.0259, 0.0399, -0.0715], [-0.0069, -0.1353, -0.0673], [-0.0649, 0.0649, -0.0247], [-0.0026, -0.0889, -0.0211], [0.1089, -0.0803, 0.0041], [0.0791, 0.0475, 0.0663], [-0.1557, 0.0460, 0.1373], [-0.0235, -0.0669, -0.0975], [-0.0141, -0.0651, 0.0653], [-0.0295, 0.0947, 0.0154], [0.1087, -0.0817, 0.0614], [0.0296, 0.1642, -0.0048], [0.1539, -0.0204, 0.0236], [0.0049, -0.0186, 0.1907], [-0.0697, -0.0024, 0.1373], [0.0471, -0.0224, 0.0179], [0.1417, -0.0707, 0.0122], [-0.0761, -0.1034, -0.0833], [-0.0214, 0.1190, 0.1043], [-0.0659, -0.1006, -0.0181], [-0.0244, 0.1196, -0.0483], [0.0375, -0.1332, -0.0053], [-0.0006, 0.0191, -0.1326], [-0.0031, 0.0471, -0.0360], [-0.1042, -0.0535, 0.0672], [-0.0802, 0.0790, -0.0374], [0.1225, -0.0054, -0.0139], [-0.0330, 0.0524, -0.0242], [0.0401, -0.0833, -0.0444], [0.1200, -0.0537, 0.0952], [-0.0827, -0.1089, -0.0706], [-0.0786, 0.0383, -0.0144], [0.0542, 0.0793, -0.1041]],
  "multiplicity": 2,
  "gap_ev": [4.74, 6.87],
  "total_charge": -1
}

No. 4
{
  "formula": "CH4O2PS",
  "method": "wB97M-V/def2-TZVPD",
  "symbols": ["S", "P", "O", "O", "C", "H", "H", "H", "H"],
  "xyz": [[1.11767, -2.55664, 1.34515], [2.02194, -1.04591, 0.19030], [0.84388, -0.17315, -0.69664], [2.93665, -1.57305, -0.82533], [-1.81061, 1.32756, 0.04571], [-1.30117, 1.98199, -0.67945], [-1.65335, 1.47609, 1.10129], [-0.04523, 0.10434, -0.14435], [-2.10978, 0.45877, -0.33668]],
  "atomic_forces_ev_per_a": [[0.2778, 1.3155, -0.3992], [-2.5107, -0.7736, 0.9067], [-2.4936, 0.7177, 2.2780], [1.3263, -0.0039, -1.1267], [1.8517, 3.6283, 0.4998], [-0.3730, -0.1498, 0.6526], [-0.1197, -0.0123, 0.0154], [3.5054, -1.2647, -1.6726], [-1.4641, -3.4571, -1.1539]],
  "gap_ev": [7.06, 5.28],
  "total_charge": -1
}

Energy relative to the best compared isomer or geometry (same formula, charge and spin), respectively: 84.92 534.45 21.87 423.48 kJ/mol.